{"formula": "C11H26MnN4O6S", "method": "wB97M-V/def2-TZVPD", "e_above_lowest_kj_mol": 0.00, "homo_ev": [-6.042, -7.327], "total_energy_ev": -72223.068, "multiplicity": 6, "elements": ["H", "O", "H", "H", "H", "H", "N", "H", "H", "O", "H", "C", "N", "O", "H", "O", "H", "H", "H", "H", "C", "H", "O", "H", "H", "C", "H", "H", "O", "H", "N", "H", "C", "H", "H", "C", "C", "H", "H", "C", "C", "C", "N", "Mn", "H", "C", "C", "H", "S"], "xyz": [[-1.861, -0.103, 4.570], [-2.697, -0.780, -0.338], [-2.436, -0.107, -2.895], [-0.647, -2.459, 4.044], [1.676, 1.018, -1.783], [-2.847, -3.623, 0.541], [0.915, -1.653, -0.055], [-0.086, -0.227, 4.957], [-2.101, 1.649, -2.636], [2.216, -1.700, 0.073], [1.565, -4.271, -1.103], [-0.273, 2.695, 0.913], [-1.490, -1.238, -0.295], [2.660, 0.690, 0.820], [-0.747, 1.258, 4.173], [-4.094, 1.030, -2.812], [-2.649, 0.942, -0.023], [-0.774, 4.762, 0.686], [0.166, -4.967, -0.264], [1.500, -4.249, 0.677], [-1.187, -2.577, -0.352], [0.280, -2.793, 2.535], [1.047, 0.363, -2.143], [-4.475, 1.745, -3.343], [1.913, 4.348, 1.379], [-0.620, -2.318, 2.958], [-0.451, 4.257, 2.355], [2.062, 3.249, 2.776], [-2.263, 1.875, -0.007], [3.130, 3.031, 1.358], [1.385, 1.149, 0.622], [-1.815, -4.627, -0.490], [-0.841, 0.165, 4.261], [1.555, -0.465, -2.216], [2.572, -0.320, 0.568], [-0.916, 3.941, 1.407], [-2.248, -3.624, -0.387], [-2.548, 1.036, -4.262], [-2.929, -3.475, -1.238], [0.213, -2.812, -0.248], [-2.717, 0.913, -3.177], [2.118, 3.307, 1.675], [-0.935, 1.680, 0.310], [-0.079, 0.006, 0.112], [-1.989, 3.782, 1.573], [0.893, -4.141, -0.236], [1.116, 2.399, 1.056], [-1.536, -2.713, 2.487], [-0.517, -0.557, 2.643]], "forces_ev_per_a": [[0.38, 0.20, 0.07], [0.25, -0.46, 0.21], [0.19, 0.32, -0.01], [0.00, -0.16, -0.29], [-0.27, -0.40, -0.18], [0.11, 0.18, -0.35], [-0.45, -3.60, -0.25], [-0.34, 0.27, -0.07], [-0.11, -0.31, -0.10], [0.09, 0.02, -0.03], [-0.16, 0.21, 0.38], [0.55, -0.81, -0.25], [-0.93, -2.91, -0.54], [0.29, -0.67, -0.09], [-0.03, -0.42, 0.00], [0.01, 0.41, -0.55], [0.30, 0.54, -0.24], [-0.21, -0.16, 0.20], [0.24, 0.38, 0.03], [-0.08, 0.14, -0.35], [-1.72, 2.89, 0.19], [-0.44, 0.08, 0.24], [0.24, -0.06, 0.20], [0.09, -0.24, 0.32], [0.12, -0.34, 0.15], [-0.07, -0.28, -0.04], [-0.15, -0.11, -0.34], [0.14, 0.03, -0.30], [-0.68, -0.25, 0.31], [-0.27, 0.07, 0.15], [0.98, 1.33, 0.57], [-0.08, 0.34, 0.02], [-0.10, -0.10, 0.11], [-0.09, 0.40, 0.08], [0.34, 0.53, 0.07], [-0.05, 0.30, 0.03], [-0.18, -0.23, -0.21], [-0.16, -0.05, 0.34], [0.10, 0.11, 0.34], [2.28, 2.51, 0.65], [0.00, -0.14, -0.01], [0.11, 0.20, 0.06], [-0.64, 1.33, 0.23], [0.59, -0.27, -0.74], [0.29, 0.07, -0.16], [0.04, -0.27, -0.10], [-1.07, -0.81, -0.27], [0.43, -0.01, 0.31], [0.12, 0.17, 0.21]]}

***

{"formula": "C21H33Ge2MnN3O5Se3Te2", "method": "wB97M-V/def2-TZVPD", "e_above_lowest_kj_mol": 0.00, "homo_ev": [-1.322, -1.337], "total_energy_ev": -392000.901, "total_charge": -2, "multiplicity": 6, "elements": ["H", "C", "Te", "Ge", "H", "N", "O", "C", "H", "H", "C", "H", "Ge", "C", "C", "H", "C", "O", "H", "C", "N", "C", "C", "N", "C", "H", "C", "O", "H", "H", "C", "H", "O", "Te", "C", "H", "H", "H", "H", "H", "C", "H", "C", "H", "C", "H", "H", "H", "O", "H", "Se", "C", "Mn", "H", "C", "H", "C", "C", "Se", "H", "H", "H", "Se", "H", "H", "H", "H", "C", "H", "H"], "xyz": [[-2.104, -5.950, 1.254], [-2.355, -5.165, 1.973], [-1.089, 5.409, 0.430], [-0.158, -3.497, 0.980], [-2.349, -2.997, 2.114], [2.743, 2.712, -0.205], [-2.687, -2.452, -1.853], [3.190, 2.410, -1.561], [-3.416, -5.279, 2.221], [-0.201, -5.446, -2.404], [-0.531, -5.137, -1.407], [0.961, 4.587, 3.552], [1.370, -2.063, 2.166], [2.932, -1.292, 1.223], [3.722, -0.251, 2.017], [3.987, 4.349, -0.014], [2.468, -5.417, 4.761], [-2.743, 0.272, -1.286], [1.388, -4.288, -0.829], [3.981, -3.720, 4.024], [0.991, 3.602, 3.336], [0.736, -0.830, 3.571], [-2.055, -3.777, 1.411], [1.234, 2.230, 1.542], [1.446, -1.024, 4.910], [2.547, -0.852, 0.302], [0.332, -4.003, -0.856], [1.200, 1.089, -0.420], [3.574, -2.130, 0.932], [-1.567, -4.806, -1.497], [0.924, -4.699, 2.214], [2.329, 2.405, -2.230], [-0.601, -0.688, -2.300], [0.506, 5.220, -1.854], [1.694, 1.966, 0.307], [5.876, -3.642, 5.018], [4.206, -2.885, 3.370], [-0.340, -0.987, 3.673], [0.070, 3.173, 3.348], [0.254, -3.125, -1.497], [4.920, -4.148, 4.950], [0.856, 0.191, 3.204], [3.207, 3.783, 0.477], [4.542, 0.173, 1.428], [1.631, 3.311, 2.164], [1.055, -0.349, 5.677], [0.949, -5.783, 2.374], [-1.780, -5.365, 2.881], [-1.232, -1.305, 0.164], [3.674, 1.433, -1.584], [-0.371, 3.197, -3.053], [1.759, -3.889, 2.896], [-0.833, 1.256, -1.078], [-2.611, -3.586, 0.492], [2.683, 4.137, 1.670], [4.160, -0.670, 2.926], [3.400, -5.843, 5.695], [2.741, -4.350, 3.899], [-1.906, 3.108, 0.921], [1.334, -2.047, 5.279], [3.082, 0.578, 2.330], [3.886, 3.187, -1.871], [-1.871, -1.153, -1.346], [5.362, -5.543, 6.527], [-0.503, -6.021, -0.762], [1.501, -5.901, 4.698], [2.520, -0.835, 4.826], [4.635, -5.213, 5.794], [3.017, 5.019, 2.194], [3.160, -6.667, 6.357]], "forces_ev_per_a": [[0.01, -0.01, 0.00], [-0.01, 0.01, 0.00], [0.08, 0.04, -0.13], [0.05, 0.06, -0.06], [0.01, 0.01, -0.01], [0.15, 0.02, 0.01], [-0.01, -0.03, -0.01], [-0.05, 0.04, -0.03], [0.00, 0.00, -0.01], [0.00, 0.00, 0.00], [-0.01, 0.00, 0.00], [0.01, -0.01, 0.02], [-0.09, 0.01, 0.06], [0.02, -0.02, 0.04], [-0.01, 0.02, 0.02], [0.00, 0.00, 0.02], [-0.01, 0.00, 0.01], [0.23, -0.18, 0.08], [0.00, -0.02, 0.02], [0.00, -0.02, 0.00], [0.01, 0.01, -0.05], [0.02, -0.01, -0.04], [0.00, -0.05, 0.04], [0.06, -0.10, -0.03], [0.01, 0.01, 0.01], [-0.03, 0.01, -0.01], [-0.03, -0.01, -0.04], [0.05, -0.06, 0.07], [0.00, 0.02, -0.01], [0.00, -0.01, 0.00], [-0.03, -0.02, 0.02], [0.01, -0.01, 0.01], [0.10, 0.13, -0.01], [-0.07, -0.24, 0.15], [-0.12, 0.06, -0.02], [0.00, 0.00, 0.00], [0.00, 0.03, -0.01], [0.00, -0.03, 0.03], [-0.02, 0.01, -0.02], [0.00, 0.04, 0.01], [0.00, 0.00, 0.00], [0.00, 0.02, -0.04], [-0.06, 0.01, -0.06], [0.00, 0.01, -0.01], [-0.02, 0.09, 0.05], [0.01, 0.00, 0.00], [0.01, 0.00, 0.01], [0.00, 0.00, 0.00], [0.00, -0.29, 0.08], [-0.03, -0.01, -0.01], [-0.05, -0.12, 0.34], [0.02, -0.01, 0.00], [-0.10, 0.89, -0.31], [0.00, 0.00, 0.00], [-0.03, 0.00, 0.03], [0.02, -0.01, 0.00], [0.00, 0.00, 0.00], [0.01, -0.01, -0.02], [0.13, -0.23, -0.26], [-0.01, 0.00, 0.00], [0.02, -0.04, -0.01], [0.03, -0.01, 0.01], [-0.27, -0.01, 0.06], [0.00, 0.00, 0.00], [0.01, 0.00, 0.00], [0.00, 0.00, 0.00], [-0.01, 0.01, 0.00], [0.00, 0.00, 0.00], [0.00, 0.00, 0.00], [0.00, 0.00, 0.00]]}

***

{"formula": "C38H37MgN3PSSe", "method": "wB97M-V/def2-TZVPD", "e_above_lowest_kj_mol": 49.25, "homo_ev": -10.576, "total_energy_ev": -135389.335, "total_charge": 1, "elements": ["C", "C", "C", "H", "N", "H", "C", "H", "C", "C", "C", "H", "C", "C", "H", "C", "H", "H", "H", "C", "H", "H", "C", "H", "C", "H", "H", "C", "C", "H", "H", "C", "H", "C", "H", "P", "H", "C", "C", "N", "C", "C", "C", "N", "C", "H", "H", "C", "H", "H", "H", "Se", "C", "Mg", "C", "H", "S", "C", "C", "H", "H", "C", "C", "H", "H", "H", "H", "H", "H", "C", "H", "H", "H", "C", "C", "C", "H", "C", "C", "H", "C", "C"], "xyz": [[-1.408, 1.118, -3.415], [2.293, -2.849, -1.067], [2.325, -2.961, 1.429], [1.047, 5.990, 3.634], [2.090, -3.744, -2.020], [-3.533, 1.716, -3.413], [-0.922, -1.498, 1.728], [-3.294, 0.164, -1.340], [0.150, 3.545, -2.029], [0.034, 2.229, 4.450], [-1.338, 4.992, -0.144], [3.343, -3.129, 1.768], [-2.113, -4.699, -0.749], [-1.336, -3.630, -1.277], [-3.372, 1.923, -1.168], [-0.322, 0.824, -4.218], [-0.267, 6.677, -0.855], [2.078, -1.858, 1.358], [1.050, 4.481, 1.164], [1.848, -4.859, -0.120], [1.609, -5.921, 1.815], [-3.869, 1.247, -5.689], [-2.689, 1.345, -4.018], [2.585, 5.118, 1.724], [-0.592, 0.971, 4.646], [0.085, 2.786, 5.380], [-3.252, -5.421, 1.013], [1.370, -7.178, 0.090], [-0.849, -2.630, -0.428], [2.505, 3.357, 1.320], [1.191, -8.068, 0.658], [-1.614, 3.675, -0.387], [0.235, 4.783, 4.638], [-0.510, 0.624, -5.588], [-2.275, 3.146, 0.259], [-1.134, 1.200, -1.653], [2.090, -3.485, -2.984], [-2.099, -3.642, 1.421], [-2.572, -4.655, 0.570], [2.211, -3.516, 0.130], [-2.762, 1.025, -0.900], [0.448, 4.877, -1.749], [-0.365, 5.626, -0.896], [-0.300, -0.454, 1.238], [1.664, -6.227, -2.137], [1.107, 1.948, 1.189], [2.438, 3.581, 5.088], [2.709, 3.729, 4.047], [1.746, -6.357, -3.185], [-0.241, 5.145, 2.924], [3.305, 4.645, 4.081], [2.730, -1.027, -1.376], [-2.861, 1.066, -5.318], [0.286, -0.828, -0.839], [1.405, -7.302, -1.300], [1.230, 5.396, -2.314], [-1.419, -1.416, 3.372], [-1.249, -2.660, 0.930], [1.604, -5.975, 0.729], [-0.988, 0.727, 5.609], [3.320, 2.883, 3.680], [-0.826, 2.934, -1.283], [-0.141, 0.480, 2.234], [1.574, -3.484, 1.978], [0.672, 2.954, -2.752], [-2.026, 5.469, 0.497], [1.127, -8.280, -1.765], [-2.727, 1.027, 0.198], [-2.427, -3.581, 2.502], [0.567, 5.028, 3.671], [-2.445, -5.492, -1.468], [-1.024, -3.597, -2.332], [0.693, 0.709, -3.869], [-0.699, 0.150, 3.501], [-1.780, 0.765, -6.147], [1.841, -5.000, -1.490], [-1.968, 0.535, -7.155], [0.681, 2.571, 3.254], [0.546, 1.702, 2.124], [0.362, 0.468, -6.173], [1.945, 4.186, 1.794], [1.472, 3.885, 3.174]], "forces_ev_per_a": [[-1.01, 0.60, -0.52], [0.49, -0.28, 1.66], [-0.04, 1.65, -0.23], [0.62, 0.31, 0.34], [0.03, -0.19, -0.26], [0.52, -0.40, -0.28], [-0.18, -0.28, -0.03], [0.32, 0.10, 0.60], [0.51, 0.85, 0.98], [-0.25, -2.00, 0.83], [-0.29, -0.20, -1.13], [-0.04, 0.16, 0.54], [-0.49, 0.27, -1.34], [0.29, -0.65, 1.08], [0.40, -0.63, 0.11], [-0.40, -0.43, -0.84], [0.39, 0.89, 0.24], [0.43, -1.26, 0.37], [0.96, -0.74, 0.32], [0.32, -0.24, 0.90], [0.03, 0.15, -0.23], [0.28, -0.30, -0.43], [1.17, -0.12, 2.73], [-0.46, -1.09, 0.47], [0.61, 1.14, -2.38], [0.25, 0.49, -0.44], [0.67, 0.62, -0.70], [0.11, 0.34, 0.00], [0.06, 0.46, -0.63], [-0.25, 0.49, 0.20], [-0.14, -0.19, 0.34], [1.53, -1.30, 0.19], [-0.76, 0.16, 1.15], [-0.97, 0.87, 0.21], [-0.71, -0.07, 0.20], [-0.08, -0.11, 0.76], [0.06, -0.02, -0.45], [-0.64, -0.35, 0.84], [0.29, -0.38, 0.79], [-0.55, -0.30, -2.52], [-1.40, 0.40, -0.42], [-0.11, 0.70, -0.97], [0.31, -0.89, -0.13], [0.07, -0.48, 0.50], [-0.20, 0.02, 1.52], [-0.83, -0.27, 0.83], [-0.06, -0.44, 0.19], [0.34, -0.06, 0.50], [-0.10, 0.07, -0.81], [-0.12, -0.29, 0.69], [0.05, -0.05, -0.42], [0.02, -0.53, 0.11], [-0.67, 0.70, -1.59], [-0.77, 0.12, 0.60], [-0.56, -0.72, -1.14], [-0.31, -0.26, 0.22], [0.11, 0.12, 0.15], [-0.37, -0.36, -1.19], [0.27, 0.80, -0.56], [-0.24, -0.30, 0.25], [-0.16, 0.44, 0.34], [-0.82, 0.09, -0.04], [0.39, 1.81, 1.43], [-0.27, -0.03, 1.07], [0.52, 0.07, -0.39], [-0.28, 0.98, 0.76], [0.58, 0.92, 0.53], [0.10, -0.47, -0.36], [0.21, -0.33, -1.40], [0.17, -0.31, -2.09], [0.23, 0.68, 0.97], [-0.40, -0.33, 0.44], [0.04, -0.07, 0.53], [0.27, 0.30, 0.30], [0.49, -0.67, 1.38], [-0.02, -0.53, -0.89], [0.00, -0.03, -1.22], [-0.65, -0.52, -1.33], [0.86, 0.65, 0.47], [0.44, -0.35, -0.67], [-0.36, 1.49, -2.17], [0.12, -0.07, 0.59]]}

***

{"formula": "C19H22N4O", "method": "wB97M-V/def2-TZVPD", "e_above_lowest_kj_mol": 62.29, "smiles": "CCCc1cc(NCCCCO)n2c(nc3ccccc32)c1C#N", "homo_ev": -7.672, "total_energy_ev": -28068.439, "elements": ["C", "C", "H", "H", "C", "C", "H", "C", "C", "N", "C", "H", "H", "N", "C", "C", "C", "C", "H", "H", "H", "H", "H", "H", "H", "C", "H", "C", "H", "O", "C", "N", "N", "H", "C", "H", "H", "C", "H", "H", "C", "C", "H", "H", "H", "C"], "xyz": [[-0.983, -1.990, 0.382], [-2.160, -1.263, 0.312], [1.440, 1.714, 0.481], [-0.102, -3.847, 0.952], [3.888, 1.166, 0.279], [-2.098, 0.144, 0.170], [2.914, -0.670, -0.305], [-0.319, 3.240, -0.320], [-1.157, -5.623, -0.864], [-0.833, 0.766, 0.088], [5.755, -0.394, -0.504], [7.430, -1.332, -0.871], [-1.237, -6.044, -1.863], [-3.086, 0.991, 0.087], [-1.126, -4.103, -0.929], [2.783, 0.124, 0.434], [5.279, 0.602, 0.552], [-2.517, 2.216, -0.074], [-0.372, 5.340, -0.642], [-4.221, 3.509, -0.201], [0.756, 3.206, -0.419], [5.667, 0.057, -1.504], [-2.041, -3.739, -1.402], [-0.279, -3.775, -1.538], [5.141, -1.305, -0.480], [-3.145, 3.450, -0.224], [1.151, -1.889, 0.440], [0.244, -1.316, 0.344], [6.003, 1.418, 0.575], [7.100, -0.706, -0.218], [-0.963, 4.453, -0.467], [-4.423, -2.441, 0.432], [1.498, 0.746, 0.203], [-1.872, -3.804, 1.064], [-1.099, 2.114, -0.095], [-2.809, 5.531, -0.528], [-0.252, -6.007, -0.399], [-1.013, -3.484, 0.471], [-2.012, -5.958, -0.281], [2.835, -0.323, 1.438], [-2.353, 4.560, -0.409], [-3.418, -1.889, 0.376], [3.703, 1.980, 0.985], [3.850, 1.580, -0.731], [5.304, 0.114, 1.527], [0.325, 0.058, 0.223]], "forces_ev_per_a": [[-0.57, 0.25, 0.10], [1.04, -0.06, 0.01], [-0.03, -0.07, -0.02], [-0.03, 0.01, 0.06], [0.04, -0.26, 0.07], [-0.08, 0.32, 0.00], [0.01, -0.02, 0.09], [0.28, 0.01, 0.01], [0.00, 0.21, -0.08], [-0.36, -0.38, 0.05], [-0.36, 0.14, 0.02], [-0.04, 0.04, 0.05], [-0.01, -0.11, -0.05], [-0.35, -0.50, 0.05], [0.01, -0.15, 0.13], [0.16, -0.05, -0.02], [0.06, -0.15, -0.28], [0.79, 0.04, 0.01], [0.05, 0.05, -0.01], [-0.14, 0.00, 0.01], [0.03, 0.03, -0.02], [-0.07, -0.04, 0.09], [0.04, 0.06, -0.04], [-0.04, 0.07, -0.03], [0.01, 0.10, -0.05], [0.10, -0.05, 0.01], [0.13, -0.01, 0.04], [0.29, 0.25, -0.02], [0.01, 0.00, 0.05], [0.33, -0.09, 0.06], [0.14, 0.07, 0.00], [-0.29, -0.19, 0.01], [-0.34, 0.39, -0.01], [0.06, -0.02, 0.05], [-0.60, 0.72, -0.08], [-0.05, 0.07, -0.01], [0.08, -0.09, 0.05], [-0.01, 0.01, -0.23], [-0.08, -0.10, 0.06], [-0.01, -0.04, -0.11], [-0.07, 0.05, -0.02], [-0.42, -0.20, 0.02], [-0.05, 0.06, -0.04], [-0.05, 0.08, -0.01], [0.05, 0.01, 0.08], [0.37, -0.47, -0.02]]}